--- P ---
CH4O3S in the gas phase, computed with the ωB97M-V functional and the def2-TZVPD basis.

Each line ends with the natural charge from an NBO analysis.
CARTESIAN COORDINATES (ANGSTROEM)
1 C 0.71 -0.86 -0.01  -0.88
2 O -0.39 1.20 -1.28  -0.93
3 O -0.53 1.26 1.23  -0.87
4 O -1.78 -0.69 -0.58  -0.85
5 S -0.72 0.23 -0.24  2.25
6 H 0.79 -1.61 -0.88  0.27
7 H 0.72 -1.54 0.91  0.26
8 H 1.51 -0.18 0.07  0.24
9 H -0.31 2.19 0.77  0.51

The gap between HOMO and LUMO comes out at 11.5 eV.

=====

--- Q ---
CH4O3S in the gas phase, computed with the ωB97M-V functional and the def2-TZVPD basis.

Each line ends with the natural charge from an NBO analysis.
CARTESIAN COORDINATES (ANGSTROEM)
1 C 0.36 0.68 -0.20  -0.81
2 O 0.49 -1.47 -1.95  -0.92
3 O -1.32 -1.60 -0.15  -0.84
4 O 1.12 -1.82 0.35  -0.92
5 S 0.25 -1.20 -0.56  2.29
6 H -0.46 1.01 0.48  0.24
7 H 0.18 1.13 -1.19  0.24
8 H 1.26 0.85 0.23  0.24
9 H -1.71 -1.38 -1.01  0.49

The gap between HOMO and LUMO comes out at 12.1 eV.

=====

Most stable: Q. Least stable: P.

=====

--- P ---
CH4N2O in the gas phase, computed with the ωB97M-V functional and the def2-TZVPD basis.

Each line ends with the natural charge from an NBO analysis.
CARTESIAN COORDINATES (ANGSTROEM)
1 C -1.02 0.30 0.17  0.50
2 H 0.66 -0.77 -1.22  0.36
3 H 1.59 0.59 -0.69  0.36
4 H 0.38 -0.57 1.52  0.38
5 H -1.79 0.21 0.99  0.12
6 N 1.18 -0.33 -0.36  -0.65
7 N 0.26 0.01 0.60  -0.47
8 O -1.26 0.56 -1.00  -0.60

The gap between HOMO and LUMO comes out at 11.0 eV.

=====

--- Q ---
CH4N2O in the gas phase, computed with the ωB97M-V functional and the def2-TZVPD basis.

Each line ends with the natural charge from an NBO analysis.
CARTESIAN COORDINATES (ANGSTROEM)
1 C -0.74 0.41 -0.02  0.24
2 H 1.50 -0.92 0.75  0.47
3 H 1.01 1.27 -0.38  0.36
4 H -1.25 1.39 -0.12  0.16
5 H -0.97 -1.47 -0.10  0.33
6 N 0.63 0.51 0.10  -0.34
7 N -1.52 -0.59 -0.03  -0.68
8 O 1.33 -0.60 -0.18  -0.54

The gap between HOMO and LUMO comes out at 10.4 eV.

=====

Most stable: P. Least stable: Q.

=====

--- P ---
2 unconnected molecules or ions with the total composition CH4N2O, computed with the ωB97M-V functional and the def2-TZVPD basis.

Each line ends with the natural charge from an NBO analysis.
CARTESIAN COORDINATES (ANGSTROEM)
1 C -0.86 0.76 -0.28  -0.01
2 N -0.43 -0.33 0.52  0.00
3 N 1.48 -0.85 -0.29  -0.68
4 O -0.43 0.88 1.09  -0.32
5 H -0.41 1.39 -1.00  0.20
6 H -1.91 0.76 -0.24  0.16
7 H 1.62 -0.92 0.71  0.32
8 H 0.94 -1.68 -0.51  0.31

The gap between HOMO and LUMO (alpha / beta) comes out at 9.8 / 10.1 eV.

=====

--- Q ---
2 unconnected molecules or ions with the total composition CH4N2O, computed with the ωB97M-V functional and the def2-TZVPD basis.

Each line ends with the natural charge from an NBO analysis.
CARTESIAN COORDINATES (ANGSTROEM)
1 C 1.01 -0.99 0.39  -0.48
2 N -2.26 1.27 0.07  -0.40
3 N -1.96 0.13 -0.09  0.36
4 O -2.38 -0.96 -0.38  -0.29
5 H 0.27 -1.24 1.13  0.17
6 H 1.87 -1.50 0.13  0.17
7 H 0.63 -0.29 -0.28  0.15
8 H -3.30 1.61 -0.24  0.34

The gap between HOMO and LUMO (alpha / beta) comes out at 10.0 / 7.5 eV.

=====

--- R ---
A molecular structure, CH4N2O, computed with the ωB97M-V functional and the def2-TZVPD basis.

Each line ends with the natural charge from an NBO analysis.
CARTESIAN COORDINATES (ANGSTROEM)
1 C 0.74 0.85 -0.02  -0.46
2 N -0.57 -1.13 0.84  -0.46
3 N -0.54 -0.50 -0.17  0.39
4 O -1.11 -0.53 -1.21  -0.43
5 H 1.18 0.51 -0.93  0.20
6 H 1.53 0.87 0.71  0.21
7 H 0.12 1.76 -0.20  0.21
8 H -1.35 -1.83 0.98  0.33

The gap between HOMO and LUMO comes out at 10.9 eV.

=====

Most stable: R. Least stable: Q.

=====

--- P ---
C3H10NO2P in the gas phase, computed with the ωB97M-V functional and the def2-TZVPD basis.

Each line ends with the natural charge from an NBO analysis.
CARTESIAN COORDINATES (ANGSTROEM)
1 C 0.63 1.15 0.50  -0.60
2 C 0.29 -1.43 0.44  -0.63
3 C -0.19 -0.06 -0.03  -0.26
4 N -0.21 -0.10 -1.47  -0.82
5 O -2.58 -1.19 0.05  -1.10
6 O -2.62 1.41 -0.33  -0.98
7 P -1.93 0.05 0.41  1.95
8 H 0.19 2.06 0.27  0.22
9 H 1.62 1.10 0.12  0.23
10 H 0.68 0.86 1.67  0.20
11 H 1.32 -1.59 -0.03  0.23
12 H -0.35 -2.26 0.14  0.25
13 H 0.52 -1.47 1.53  0.22
14 H -0.67 -0.96 -1.73  0.37
15 H -0.77 0.64 -1.81  0.36
16 H -3.48 1.36 -0.44  0.49
17 H -2.04 0.41 1.79  -0.13

The gap between HOMO and LUMO comes out at 10.3 eV.

=====

--- Q ---
A molecular structure, C3H10NO2P, computed with the ωB97M-V functional and the def2-TZVPD basis.

Each line ends with the natural charge from an NBO analysis.
CARTESIAN COORDINATES (ANGSTROEM)
1 C -1.53 1.23 -0.96  -0.99
2 C 2.12 0.41 0.81  -0.73
3 C 1.19 -0.30 -0.12  0.13
4 N 1.37 -1.61 -0.44  -0.72
5 O -1.23 -1.53 -0.42  -1.14
6 O -2.57 0.02 1.06  -1.04
7 P -1.17 -0.20 0.22  1.91
8 H -0.58 1.44 -1.64  0.23
9 H -1.69 2.20 -0.50  0.23
10 H -2.37 1.11 -1.63  0.24
11 H 2.81 -0.36 1.08  0.18
12 H 1.65 0.88 1.62  0.24
13 H 2.75 1.10 0.19  0.25
14 H 0.87 -2.07 -1.18  0.43
15 H 2.16 -2.15 -0.06  0.35
16 H -3.44 -0.31 0.58  0.50
17 H -0.35 0.13 1.39  -0.09

The gap between HOMO and LUMO comes out at 9.0 eV.

=====

Most stable: P. Least stable: Q.

=====

--- P ---
A molecular structure, C7H12F6P2, computed with the ωB97M-V functional and the def2-TZVPD basis.

Each line ends with the natural charge from an NBO analysis.
CARTESIAN COORDINATES (ANGSTROEM)
1 C -2.39 1.53 -0.64  -0.97
2 C -2.29 -1.21 -0.80  -0.95
3 C 2.28 -1.71 0.42  -0.95
4 C 0.93 -0.44 2.44  -1.00
5 C 0.15 0.30 -0.21  -0.74
6 C 0.58 0.01 -1.63  0.96
7 C 0.68 1.76 0.27  0.99
8 F 1.68 0.59 -2.02  -0.30
9 F -0.41 0.31 -2.45  -0.33
10 F 0.75 -1.29 -1.77  -0.32
11 F 0.41 2.72 -0.65  -0.33
12 F 1.99 1.90 0.46  -0.32
13 F 0.08 2.10 1.44  -0.33
14 P -1.73 0.12 0.35  0.87
15 P 0.53 -1.22 0.87  0.86
16 H -1.95 2.48 -0.31  0.24
17 H -3.50 1.49 -0.70  0.24
18 H -1.93 1.39 -1.64  0.24
19 H -1.53 -1.95 -0.89  0.25
20 H -2.58 -0.87 -1.94  0.23
21 H -3.09 -1.70 -0.40  0.23
22 H 2.49 -2.10 -0.53  0.24
23 H 2.71 -2.43 1.12  0.24
24 H 3.04 -0.99 0.46  0.23
25 H 1.72 0.33 2.49  0.24
26 H 1.25 -1.18 3.12  0.24
27 H 0.13 0.06 3.12  0.26

The gap between HOMO and LUMO comes out at 10.0 eV.

=====

--- Q ---
2 unconnected molecules or ions with the total composition C7H12F6P2, computed with the ωB97M-V functional and the def2-TZVPD basis.

Each line ends with the natural charge from an NBO analysis.
CARTESIAN COORDINATES (ANGSTROEM)
1 C 0.68 -1.96 1.85  -0.96
2 C 2.66 0.00 1.11  -0.93
3 C -1.37 1.07 -2.36  -0.92
4 C 0.74 2.22 -0.50  -0.92
5 C 0.20 -0.50 -0.46  -0.80
6 C -0.52 -1.74 -0.84  0.93
7 C -2.33 0.51 0.74  0.98
8 F -0.93 -1.63 -2.05  -0.30
9 F -1.52 -2.09 -0.03  -0.33
10 F 0.34 -2.83 -0.86  -0.36
11 F -3.56 -0.06 0.72  -0.33
12 F -2.38 1.82 0.39  -0.34
13 F -1.82 0.41 1.96  -0.32
14 P 0.86 -0.30 1.20  0.89
15 P 0.33 0.82 -1.63  0.89
16 H 1.29 -2.11 2.65  0.23
17 H 0.88 -2.76 1.10  0.25
18 H -0.30 -2.14 2.14  0.24
19 H 2.86 0.61 1.98  0.24
20 H 2.85 0.70 0.25  0.23
21 H 3.24 -0.90 1.19  0.24
22 H -1.46 2.12 -2.29  0.22
23 H -2.29 0.65 -1.88  0.24
24 H -1.26 0.92 -3.42  0.24
25 H 1.83 1.95 -0.48  0.22
26 H 0.42 2.14 0.52  0.24
27 H 0.55 3.08 -1.01  0.23

The gap between HOMO and LUMO (alpha / beta) comes out at 6.6 / 7.4 eV.

=====

Most stable: P. Least stable: Q.

=====

--- P ---
4 unconnected molecules or ions with the total composition C2H12N2O3, computed with the ωB97M-V functional and the def2-TZVPD basis.

Each line ends with the natural charge from an NBO analysis.
CARTESIAN COORDINATES (ANGSTROEM)
1 C -0.21 -0.08 -1.59  -0.11
2 C -0.41 0.63 -0.49  -0.06
3 N -1.71 0.94 0.02  -0.83
4 N 1.07 -0.33 -2.11  -0.87
5 H -1.07 -0.48 -2.13  0.18
6 H 0.43 0.97 0.10  0.20
7 H -1.69 1.04 1.02  0.37
8 H -2.27 0.11 -0.15  0.37
9 H 1.62 0.47 -2.37  0.38
10 H 1.09 -1.03 -2.84  0.38
11 H -1.39 3.12 0.34  0.47
12 H -1.08 4.56 0.74  0.46
13 O -1.73 4.02 0.26  -0.94
14 H 2.93 -1.48 0.61  0.46
15 H 1.75 -1.21 -0.27  0.49
16 O 2.03 -1.15 0.67  -0.97
17 H 0.55 -4.05 2.64  0.46
18 H 0.19 -2.61 2.57  0.47
19 O -0.11 -3.43 2.98  -0.94

The gap between HOMO and LUMO comes out at 8.8 eV.

=====

--- Q ---
4 unconnected molecules or ions with the total composition C2H12N2O3, computed with the ωB97M-V functional and the def2-TZVPD basis.

Each line ends with the natural charge from an NBO analysis.
CARTESIAN COORDINATES (ANGSTROEM)
1 C 0.73 0.01 -1.43  -0.04
2 C -0.53 0.37 -1.61  -0.11
3 N -1.24 0.06 -2.83  -0.84
4 N 1.53 0.24 -0.27  -0.86
5 H 1.18 -0.58 -2.22  0.19
6 H -1.04 0.95 -0.84  0.18
7 H -1.40 0.92 -3.34  0.36
8 H -2.15 -0.30 -2.59  0.35
9 H 1.18 1.10 0.17  0.41
10 H 2.44 0.50 -0.62  0.37
11 H 0.09 2.45 2.03  0.47
12 H -0.49 1.05 1.88  0.50
13 O -0.26 1.85 1.37  -0.99
14 H 0.93 -2.85 1.14  0.47
15 H 1.28 -1.37 0.79  0.51
16 O 0.98 -1.97 1.51  -1.00
17 H -1.66 -0.88 1.80  0.47
18 H -0.39 -1.07 2.54  0.51
19 O -1.17 -0.49 2.53  -0.96

The gap between HOMO and LUMO comes out at 9.5 eV.

=====

Most stable: Q. Least stable: P.